(1)
Density functional theory data (ωB97M-V with the def2-TZVPD basis set) for a structure of composition C15H36ClO4PS.

calculated total energy = -2093.8269 Eh
E_LUMO = 0.4 eV
Kohn-Sham gap = 11.2 eV

Each line ends with the Löwdin charge.
Atoms and positions in Å:
O -3.248 5.625 0.833  -0.368
P -2.460 4.966 -0.203  0.556
O -0.859 5.136 -0.105  -0.502
S -0.113 4.201 1.091  0.885
O 0.747 5.116 1.768  -0.346
O 0.902 3.341 0.179  -0.313
C 0.355 2.595 -0.928  -0.263
C -0.402 1.357 -0.465  -0.242
C -1.426 0.815 -1.462  -0.551
Cl -0.979 1.091 -3.169  0.594
H -2.683 5.404 -1.509  0.032
H -2.632 3.574 -0.238  0.015
H -0.242 3.248 -1.558  0.089
H 1.217 2.302 -1.517  0.123
H 0.302 0.571 -0.203  0.112
H -0.946 1.592 0.451  0.076
H -1.499 -0.261 -1.359  0.064
H -2.401 1.260 -1.303  0.060
C -3.627 1.091 3.163  -0.101
C -2.110 1.140 3.313  -0.266
C -1.424 -0.198 3.038  -0.234
C -1.823 -1.331 3.983  -0.227
C -1.583 -1.042 5.464  -0.269
C -0.116 -0.799 5.807  -0.110
H -4.082 0.402 3.875  0.067
H -4.066 2.075 3.330  0.073
H -3.909 0.766 2.157  0.072
H -1.851 1.500 4.312  0.104
H -1.710 1.881 2.615  0.069
H -0.340 -0.054 3.075  0.102
H -1.650 -0.508 2.011  0.101
H -1.264 -2.230 3.702  0.110
H -2.878 -1.577 3.836  0.102
H -1.948 -1.893 6.045  0.104
H -2.179 -0.182 5.780  0.098
H 0.496 -1.660 5.531  0.075
H 0.011 -0.629 6.877  0.070
H 0.281 0.075 5.290  0.065
C 4.662 -2.180 -4.952  -0.111
C 3.870 -3.245 -4.199  -0.271
C 2.377 -3.236 -4.520  -0.228
C 1.650 -1.939 -4.161  -0.229
C 1.758 -1.530 -2.694  -0.274
C 1.147 -2.544 -1.730  -0.107
H 4.332 -1.173 -4.694  0.064
H 5.725 -2.246 -4.718  0.069
H 4.550 -2.304 -6.031  0.075
H 4.024 -3.121 -3.123  0.097
H 4.272 -4.230 -4.449  0.104
H 1.899 -4.077 -4.009  0.101
H 2.244 -3.422 -5.590  0.110
H 0.593 -2.049 -4.420  0.108
H 2.026 -1.123 -4.784  0.103
H 1.244 -0.574 -2.571  0.056
H 2.804 -1.354 -2.426  0.102
H 0.092 -2.710 -1.960  0.074
H 1.215 -2.193 -0.698  0.065
H 1.655 -3.507 -1.779  0.066

(2)
Density functional theory data (ωB97M-V with the def2-TZVPD basis set) for the ion C6H11BrNO with charge +1 in a non-equilibrium geometry.

total charge = +1
calculated total energy = -2938.8090 Eh
E_LUMO (spin up / spin down) = -5.4 / -5.2 eV
Kohn-Sham gap (spin up / spin down) = 7.4 / 7.6 eV

Each line ends with the Löwdin charge.
Atoms and positions in Å:
C -1.296 -1.312 0.517  -0.519
C -1.458 0.050 -0.166  -0.105
C -1.935 -2.398 0.004  0.192
C -0.375 1.063 0.177  -0.139
C 1.260 -0.666 -0.256  -0.457
C 1.980 1.701 -0.125  -0.003
N 0.919 0.738 -0.496  -0.224
O -0.696 -1.400 1.655  -0.269
Br 1.443 -1.133 1.490  1.203
H -1.529 -0.099 -1.244  0.128
H -2.411 0.467 0.173  0.142
H -1.860 -3.350 0.501  0.094
H -2.624 -2.314 -0.819  0.088
H -0.681 2.064 -0.133  0.144
H -0.207 1.068 1.258  0.126
H 1.959 -1.106 -0.949  0.078
H 2.183 1.620 0.945  0.096
H 2.895 1.475 -0.673  0.116
H 1.666 2.719 -0.352  0.114
H 0.765 0.813 -1.509  0.194

(3)
Density functional theory data (ωB97M-V with the def2-TZVPD basis set) for a cluster of 11 separate species, C25H72N6O11 in total in a non-equilibrium geometry.

calculated total energy = -2151.5264 Eh
E_LUMO = 0.3 eV
SMILES = NC(N)=O.NC(N)=O.NC(N)=O.CC(C)O.CC(C)O.CC(C)O.CC(C)O.CC(C)O.CC(C)O.CC(C)O.CO
Kohn-Sham gap = 8.6 eV

Each line ends with the Löwdin charge.
Atoms and positions in Å:
C -0.270 0.059 1.248  -0.127
O -0.094 -0.419 -0.060  -0.151
H -1.362 -0.059 1.490  0.074
H 0.042 1.078 1.247  0.052
H 0.325 -0.585 1.937  0.087
H -0.790 -0.076 -0.648  0.040
C 3.530 1.679 3.237  -0.631
O 2.552 1.447 2.292  -0.109
N 3.221 1.963 4.444  0.170
N 4.796 1.716 2.949  0.176
H 2.314 1.906 4.854  0.080
H 4.064 2.094 5.108  0.162
H 5.127 1.340 2.096  0.107
H 5.573 1.873 3.593  0.122
C -1.622 -0.990 -3.341  -0.608
O -1.431 -0.153 -2.285  -0.093
N -2.786 -1.398 -3.840  0.192
N -0.645 -1.497 -3.908  0.222
H -3.557 -0.923 -3.413  0.107
H -2.929 -1.499 -4.817  0.109
H 0.345 -1.261 -3.647  0.170
H -0.701 -2.112 -4.648  0.109
C -2.398 -0.870 3.665  -0.581
O -1.313 -1.763 3.665  -0.095
N -3.379 -0.808 2.771  0.166
N -2.635 0.136 4.441  0.107
H -3.380 -1.456 2.045  0.041
H -3.954 0.017 2.530  0.151
H -1.970 0.130 5.257  0.165
H -3.581 0.585 4.573  0.174
C -5.351 -3.122 -1.075  -0.012
C -4.225 -2.965 -0.033  -0.633
C -3.138 -2.054 -0.575  -0.026
O -4.617 -2.341 0.934  0.004
H -4.882 -3.793 -1.787  0.085
H -5.540 -2.172 -1.560  0.080
H -6.202 -3.570 -0.631  0.065
H -3.761 -3.916 0.182  0.142
H -2.561 -1.568 0.129  0.044
H -3.585 -1.277 -1.118  0.062
H -2.411 -2.567 -1.164  0.063
H -5.508 -2.694 1.155  0.154
C 0.015 3.288 -4.691  -0.013
C -0.046 1.835 -4.412  -0.672
C 0.682 1.058 -5.503  -0.045
O 0.593 1.563 -3.409  -0.024
H -0.366 3.571 -5.606  0.054
H 1.033 3.800 -4.580  0.132
H -0.624 3.695 -3.931  0.061
H -1.079 1.430 -4.428  0.151
H 0.896 -0.003 -5.230  0.067
H 1.702 1.455 -5.554  0.075
H 0.237 1.173 -6.525  0.092
H 0.069 1.081 -2.800  0.056
C 2.672 1.010 -0.957  -0.052
C 3.433 1.901 -1.845  -0.674
C 3.936 1.200 -3.117  -0.034
O 2.722 2.846 -2.195  0.038
H 3.298 0.255 -0.446  0.090
H 1.752 0.652 -1.363  0.056
H 2.261 1.691 -0.200  0.074
H 4.387 2.143 -1.259  0.160
H 3.059 1.075 -3.771  0.054
H 4.441 0.236 -2.931  0.076
H 4.694 1.855 -3.640  0.093
H 2.094 2.446 -2.757  0.041
C 0.110 2.490 3.793  -0.069
C -1.322 2.893 3.654  -0.637
C -1.332 4.347 3.114  -0.022
O -1.958 2.196 2.829  -0.060
H 0.438 2.863 4.772  0.082
H 0.669 2.913 2.961  0.075
H 0.156 1.362 3.842  0.106
H -1.799 2.876 4.703  0.151
H -0.651 4.348 2.227  0.085
H -0.885 4.931 3.916  0.081
H -2.171 4.872 2.785  0.055
H -2.142 1.254 3.199  0.090
C 0.834 -5.163 -0.840  -0.037
C 0.249 -3.789 -0.428  -0.671
C -0.257 -3.965 1.055  -0.022
O 0.979 -2.854 -0.496  0.032
H 1.179 -5.189 -1.812  0.037
H 0.223 -6.043 -0.681  0.070
H 1.680 -5.448 -0.203  0.078
H -0.673 -3.654 -1.062  0.123
H -0.854 -4.922 1.174  0.092
H -0.875 -3.079 1.301  0.062
H 0.502 -4.032 1.766  0.037
H 0.581 -1.967 -0.305  0.094
C -0.265 3.033 -0.744  -0.020
C -1.759 3.099 -0.360  -0.595
C -2.556 3.066 -1.666  -0.025
O -2.091 2.068 0.275  -0.015
H 0.355 3.175 0.151  0.088
H -0.047 3.782 -1.481  0.076
H -0.060 2.136 -1.283  0.041
H -1.873 4.028 0.232  0.138
H -2.349 3.961 -2.241  0.073
H -3.564 3.023 -1.352  0.062
H -2.321 2.165 -2.250  0.068
H -1.695 2.074 1.153  0.045
C 3.892 -3.706 2.574  -0.039
C 3.681 -2.728 1.429  -0.665
C 2.747 -1.712 1.875  -0.072
O 4.706 -2.157 0.964  0.038
H 4.676 -4.410 2.328  0.066
H 3.061 -4.357 2.936  0.089
H 4.222 -3.193 3.460  0.068
H 3.200 -3.259 0.605  0.132
H 3.104 -1.013 2.648  0.087
H 1.820 -2.175 2.180  0.072
H 2.466 -0.991 1.097  0.060
H 4.797 -2.521 0.071  0.131